Record 1
C11H24F18N3O13P2PdS3 | ωB97M-V/def2-TZVPD

Last column: Mulliken spin population.
Element x y z (Å)
Pd 3.6987 10.0290 2.3496  1.55
S 1.6243 11.1061 0.8476  0.09
O 1.6224 10.7186 2.2630  0.13
O 0.6133 10.3393 0.1217  0.03
O 1.3930 12.5594 0.6709  -0.04
O 3.0159 10.7128 0.5738  0.13
C -1.0824 9.7251 4.8340  0.00
C -1.7288 10.5760 3.7255  0.00
O -2.6541 11.3217 3.9981  0.00
N -1.2697 10.2936 2.3232  -0.01
H -0.3452 10.6762 2.1852  0.01
H -1.2994 9.2988 2.1513  0.00
C -2.1651 10.9509 1.2800  0.00
H -1.2103 8.6678 4.6018  0.00
H -1.4710 9.8033 5.8493  0.00
H -0.0028 9.8653 4.8891  0.00
H -2.1766 11.9885 1.6139  0.00
H -3.1778 10.5506 1.3286  0.00
H -1.5698 10.7905 0.3811  0.00
C 2.7272 14.2721 -1.7228  0.12
C 1.2701 14.4205 -1.7570  0.75
O 0.6378 14.6737 -2.8096  0.18
N 0.6380 14.6238 -0.3841  0.02
H 0.9876 13.7918 0.0692  -0.04
H 0.9317 15.4810 0.0622  -0.06
C -0.9156 14.7426 -0.4565  0.11
H 2.9894 13.9425 -0.7174  0.03
H 3.2626 15.1999 -1.9242  -0.10
H 2.9451 13.5197 -2.4808  0.02
H -1.1419 15.7086 -0.9079  -0.02
H -1.4338 14.7174 0.5021  0.01
H -1.0541 13.8419 -1.0545  -0.03
C 2.0673 10.2258 -3.1376  -0.03
C 1.8819 8.7128 -2.8503  0.01
O 1.9972 7.8886 -3.7241  0.00
N 1.5847 8.2705 -1.3305  0.00
H 2.4056 7.8548 -0.9140  0.00
H 1.2081 9.0486 -0.8081  -0.01
C 0.5661 7.1317 -1.2690  0.00
H 2.9974 10.7184 -2.8542  0.00
H 1.2820 10.7118 -2.5587  0.03
H 1.8769 10.3810 -4.1996  0.00
H 0.5596 6.7701 -0.2408  0.00
H 0.9986 6.2721 -1.7811  0.00
H -0.3978 7.4389 -1.6748  0.00
C 2.7250 9.9521 6.9895  0.00
F 3.8127 9.3180 7.2205  0.00
F 1.8353 9.1022 6.3581  0.00
F 2.3111 10.5430 8.1622  0.00
S 3.2691 11.2799 5.7230  0.01
O 4.6140 11.7420 6.1968  0.01
O 3.4792 10.6330 4.4159  0.04
O 2.2677 12.3186 5.6658  0.00
C 6.3667 8.7192 -0.9267  0.00
F 7.1852 7.9245 -1.5234  0.00
F 7.0564 9.3572 0.0815  0.00
F 5.7359 9.5740 -1.7660  0.00
S 5.1227 7.5984 0.1045  0.00
O 5.8370 6.4360 0.5834  0.01
O 4.7621 8.5034 1.2609  0.05
O 4.0423 7.2805 -0.7829  0.00
P -2.1690 10.7844 -2.9934  0.00
F -2.6869 11.6886 -1.7685  0.00
F -1.1521 9.9464 -2.0384  0.00
F -3.3592 9.8358 -2.5841  0.00
F -1.4701 9.7902 -4.1682  0.00
F -3.1838 11.5964 -4.0153  0.00
F -1.0209 11.8330 -3.4398  0.00
P 1.5024 6.9555 3.0926  0.00
F 0.8426 5.5256 2.8653  0.00
F 2.0253 6.8457 1.5920  0.00
F 0.1795 7.8036 2.5988  0.00
F 2.3797 8.2451 3.3464  0.01
F 0.8320 7.0442 4.5434  0.00
F 2.7178 6.1130 3.6440  0.00

Results
Molar mass   1012.9 g mol⁻¹
Highest occupied orbital energy (spin up / spin down)   0.10 / -4.17 eV
Net charge   -2
Energy   -5379.0996 hartree
LUMO (spin up / spin down)   3.765 / 2.047 eV
⟨S²⟩   3.7573
Spin multiplicity   4
Kohn-Sham gap (spin up / spin down)   3.7 / 6.2 eV


Record 2
C2H3N3O2 | ωB97M-V/def2-TZVPD

Last column: Löwdin charge in e.
Element x y z (Å)
C 0.3877 -0.4795 0.0941  -0.54
C -1.6664 -0.3897 -0.1735  -0.12
H 3.3348 -0.1156 -0.3780  0.07
H -2.7000 -0.6612 -0.1775  0.13
H -1.6656 1.6019 0.6580  0.21
N 1.6049 -0.7400 0.0990  0.06
N -0.6800 -1.2830 0.0218  0.17
N -1.2760 0.8797 -0.0586  0.03
O 2.5578 0.3570 -0.0845  -0.06
O 0.1029 0.8305 -0.0007  0.04

Results
Molar mass   101.1 g mol⁻¹
Highest occupied orbital energy   -8.51 eV
Energy above the lowest of the compared OMol25 structures with the same formula, charge and spin   5.079 eV
Structure (SMILES)   O/N=c1/nc[nH]o1
Energy   -392.6069 hartree
LUMO   0.237 eV
Kohn-Sham gap   8.7 eV


Record 3
C5H9N | ωB97M-V/def2-TZVPD

Last column: Löwdin charge in e.
Element x y z (Å)
C -0.6350 1.3100 -0.2097  -0.11
C -0.2245 -1.0876 -0.2620  -0.12
C -1.6057 -0.6583 0.2345  -0.24
C 0.5074 0.2751 -0.4438  -0.32
C 1.7648 0.4920 0.3511  -0.10
N -1.7436 0.7958 0.1280  0.04
H -0.6003 2.3077 -0.3486  0.07
H 0.2113 -1.6915 0.5140  0.10
H -0.4669 -1.6750 -1.1110  0.09
H -2.4436 -1.1490 -0.2963  0.11
H -1.9606 -1.0201 1.1733  0.09
H 0.8824 0.5838 -1.5036  0.15
H 1.6402 0.6966 1.3393  0.03
H 2.3438 1.3294 -0.0568  0.08
H 2.3304 -0.5091 0.4916  0.11

Results
Molar mass   83.1 g mol⁻¹
Highest occupied orbital energy   -9.55 eV
Energy above the lowest of the compared OMol25 structures with the same formula, charge and spin   1.446 eV
Structure (SMILES)   C[C@@H]1C=NCC1
Energy   -250.6138 hartree
LUMO   1.058 eV
Kohn-Sham gap   10.6 eV


Record 4
C40H32ClN7O4Sc | ωB97M-V/def2-TZVPD

Last column: Löwdin charge in e.
Element x y z (Å)
Sc 0.1848 0.1668 -1.3950  0.98
C -3.4976 2.7906 -2.6289  -0.02
O -3.0740 1.9853 -3.7686  0.07
C -2.1189 1.1988 -3.3141  -0.30
N -1.7035 1.3371 -2.1127  0.10
C -2.4448 2.4808 -1.5385  -0.23
C -3.0711 2.2328 -0.1880  -0.20
C -3.4085 0.9607 0.2500  -0.04
C -4.0343 0.7901 1.4779  -0.07
C -4.3400 1.8880 2.2661  -0.08
C -4.0081 3.1650 1.8294  -0.08
C -3.3706 3.3348 0.6108  -0.05
C -1.5420 0.1557 -4.1781  -0.14
C -1.8603 -0.0801 -5.5041  0.05
C -1.2183 -1.1349 -6.1405  0.00
C -0.3146 -1.9218 -5.4406  0.05
C -0.0745 -1.6029 -4.1143  -0.14
N -0.6617 -0.5781 -3.5107  0.12
C 0.7969 -2.3336 -3.1812  -0.30
N 0.8800 -1.9457 -1.9706  0.10
C 1.8553 -2.8369 -1.2992  -0.21
C 2.1185 -3.9154 -2.3747  -0.01
O 1.4878 -3.3845 -3.5821  0.06
C 1.3656 -3.4215 0.0000  -0.20
C 2.2391 -3.5294 1.0720  -0.02
C 1.8185 -4.1025 2.2653  -0.07
C 0.5206 -4.5709 2.3877  -0.08
C -0.3558 -4.4667 1.3150  -0.07
C 0.0641 -3.8939 0.1268  -0.05
H -3.5169 3.8285 -2.9469  0.14
H -4.4971 2.4613 -2.3506  0.14
H -1.7362 3.3055 -1.4496  0.14
H -3.1677 0.0935 -0.3490  0.10
H -4.2802 -0.2084 1.8160  0.10
H -4.8397 1.7527 3.2169  0.11
H -4.2457 4.0276 2.4387  0.11
H -3.0927 4.3299 0.2808  0.12
H -2.5835 0.5396 -6.0142  0.13
H -1.4317 -1.3492 -7.1787  0.13
H 0.1871 -2.7610 -5.9007  0.13
H 2.7412 -2.2335 -1.1074  0.14
H 3.1682 -4.0817 -2.5958  0.14
H 1.6247 -4.8571 -2.1431  0.14
H 3.2493 -3.1459 0.9818  0.12
H 2.5033 -4.1743 3.1003  0.11
H 0.1892 -5.0080 3.3207  0.11
H -1.3736 -4.8233 1.4095  0.11
H -0.6337 -3.7888 -0.6964  0.12
N -0.7652 4.0698 3.6780  0.19
C -0.5305 3.2225 2.6658  -0.49
N -0.7354 1.9212 2.8398  0.23
N -0.0942 3.7661 1.5258  0.14
C 0.1215 2.9124 0.5733  -0.28
N 0.3165 2.1377 -0.2673  0.16
H -1.0306 3.7516 4.5915  0.12
H -0.5257 5.0359 3.5442  0.12
H -1.0794 1.5653 3.7154  0.12
H -0.6227 1.2384 2.0908  0.07
C -0.5647 -0.6496 0.5221  -0.07
C -0.6098 -1.0097 1.6874  -0.15
C -0.6741 -1.4229 3.0584  -0.28
C -1.8492 -1.9677 3.5842  -0.04
C -1.9031 -2.3694 4.9092  -0.08
C -0.7885 -2.2332 5.7262  -0.09
C 0.3822 -1.6903 5.2130  -0.08
C 0.4428 -1.2857 3.8889  -0.05
H -2.7105 -2.0821 2.9385  0.11
H -2.8163 -2.7946 5.3055  0.11
H -0.8311 -2.5525 6.7592  0.10
H 1.2540 -1.5877 5.8464  0.11
H 1.3543 -0.8730 3.4756  0.12
Cl 7.5670 4.0708 -0.9997  0.69
C 6.1163 3.1450 -1.1784  -0.66
C 5.8214 2.1602 -0.2462  -0.09
C 4.6578 1.4267 -0.3913  0.00
C 3.8037 1.6754 -1.4606  -0.14
C 4.1137 2.6640 -2.3882  0.00
C 5.2726 3.4059 -2.2494  -0.09
C 2.5580 0.8927 -1.5931  -0.58
O 2.2286 0.0405 -0.7115  -0.09
O 1.7657 1.0728 -2.5783  -0.07
H 6.4980 1.9829 0.5778  0.11
H 4.3956 0.6604 0.3254  0.12
H 3.4364 2.8440 -3.2120  0.12
H 5.5283 4.1809 -2.9580  0.11

Results
Molar mass   755.2 g mol⁻¹
Highest occupied orbital energy   -10.21 eV
Net charge   +1
Energy   -3448.6806 hartree
LUMO   -3.390 eV
Kohn-Sham gap   6.8 eV


Record 5
C2H7NOS2 | ωB97M-V/def2-TZVPD

Last column: Löwdin charge in e.
Element x y z (Å)
C -3.0186 1.0297 -0.9702  -0.43
S -1.8677 -0.0529 0.0510  0.32
S -0.7900 0.1760 1.7522  0.27
H -3.5637 1.7566 -0.3673  0.02
H -2.3654 1.6818 -1.6225  0.04
H -3.8043 0.6339 -1.6232  0.04
H -1.4358 -0.0492 2.9409  -0.18
C 2.3458 -0.5029 0.2665  -0.42
N 3.2140 -1.2597 -0.5489  0.09
O 2.1532 0.6605 0.0647  0.01
H 1.8454 -1.0734 1.1013  0.11
H 4.0642 -0.7553 -0.6747  0.08
H 3.2227 -2.2451 -0.3698  0.07

Results
Molar mass   125.2 g mol⁻¹
Highest occupied orbital energy   -8.70 eV
Energy above the lowest of the compared OMol25 structures with the same formula, charge and spin   1.979 eV
Structure (SMILES)   NC=O.CSS
Energy   -1006.7113 hartree
LUMO   -0.064 eV
Kohn-Sham gap   8.6 eV


Record 6
C5H13NS | ωB97M-V/def2-TZVPD

Last column: Löwdin charge in e.
Element x y z (Å)
C -2.6746 -0.6375 0.2995  -0.18
N -1.4438 0.1192 0.5933  -0.15
C -0.1520 0.6051 -0.4963  -0.37
C 0.7365 -0.5755 -0.9141  -0.25
C 1.5703 -0.9886 0.3264  -0.64
S 2.9960 0.0539 0.6758  0.51
C 0.8383 1.8431 -0.3847  -0.10
H -2.5533 -1.5960 -0.2595  0.07
H -2.9960 -0.8665 1.3238  0.08
H -3.2782 0.1414 -0.1343  0.06
H -0.1385 0.5386 0.7011  0.13
H -0.9362 0.6635 -1.2880  0.15
H 0.1283 -1.4314 -1.2105  0.10
H 1.4856 -0.3469 -1.6974  0.12
H 0.7677 -0.8963 1.2632  0.00
H 2.0556 -1.9613 0.2233  0.06
H 0.5838 -1.1196 1.9775  0.23
H 0.1455 2.7070 -0.3269  0.08
H 1.3998 1.7879 0.5925  0.02
H 1.4651 1.9599 -1.2647  0.08

Results
Molar mass   119.2 g mol⁻¹
Highest occupied orbital energy   -7.79 eV
Energy above the lowest of the compared OMol25 structures with the same formula, charge and spin   11.646 eV
Energy   -650.8160 hartree
LUMO   -1.365 eV
Kohn-Sham gap   6.4 eV


The lowest molar mass belongs to which entry? C5H9N


Among the records above, which one has the lowest energy? C11H24F18N3O13P2PdS3


What is the molar mass in the fourth record? 755.2 g mol⁻¹